(1)
DFT (wB97M-V/def2-TZVPD) results for a structure of composition C5H10O2.

The calculation puts the frontier orbital gap at 10.20 eV. For the HOMO energy, the calculation gives -0.3452 Ha.

Positions of all 17 atoms, in Å:
H1 1.738 -0.815 -1.015
H2 -0.889 -2.061 1.796
O1 1.129 -1.768 0.772
C1 -0.737 -1.885 0.734
C2 0.323 1.512 -0.749
C3 -1.216 -0.595 0.186
C4 0.309 0.339 0.212
C5 1.409 -0.647 0.035
H3 0.058 1.104 -1.736
H4 1.300 2.029 -0.879
H5 -0.811 -2.774 0.114
H6 -1.624 -0.644 -0.835
H7 0.308 0.659 1.264
O2 -0.652 2.403 -0.255
H8 -1.846 0.020 0.836
H9 2.106 0.119 0.480
H10 -0.905 3.003 -0.961

Forces on atoms 1 to 2 (eV/Å):
H -0.4054 -0.0893 0.3502
H 0.0337 -0.0496 -0.1958

***

(2)
DFT (wB97M-V/def2-TZVPD) results for a cluster of 6 separate species, C24H48O6 in total.

The calculation puts the frontier orbital gap at 10.06 eV. As for the SMILES: C1CCOC1.C1CCOC1.C1CCOC1.C1CCOC1.C1CCOC1.C1CCOC1. For the HOMO energy, the calculation gives -0.3427 Ha.

Positions of all 78 atoms, in Å:
H1 -2.927 1.316 -5.783
C1 1.982 4.708 -1.346
H2 -2.245 -4.569 -2.166
H3 0.120 3.365 -1.398
H4 -1.138 1.651 -3.903
O1 -0.133 5.134 -0.580
H5 -0.193 1.383 -0.749
O2 -2.730 2.211 -2.655
C2 2.439 -3.079 2.085
H6 1.843 -4.948 4.188
C3 3.194 -3.261 4.249
H7 2.248 -5.150 1.667
H8 0.508 6.759 0.588
H9 2.960 6.097 -0.100
H10 1.275 0.665 -0.143
H11 0.125 4.839 -2.450
H12 1.371 -2.911 2.223
H13 -2.367 -3.707 0.146
C4 -3.188 3.450 -3.204
H14 3.890 -4.594 1.854
C5 0.505 4.374 -1.539
O3 1.951 3.027 3.850
H15 0.668 0.728 -2.725
H16 2.426 -3.008 4.981
C6 2.039 6.002 -0.675
C7 2.813 -4.700 3.756
H17 2.483 4.025 -0.661
H18 0.459 0.458 2.642
C8 2.043 1.726 3.231
H19 -1.987 0.352 -3.478
C9 2.882 -4.488 2.256
H20 0.168 -6.516 0.239
C10 -0.899 -6.493 0.015
H21 -2.474 4.273 -3.224
H22 -1.463 -7.348 0.387
H23 2.750 -2.530 1.196
C11 0.874 5.803 0.213
C12 -0.436 -0.649 -0.083
C13 0.629 3.489 3.885
O4 -1.336 -5.326 0.726
O5 3.037 -2.334 3.211
C14 0.352 0.442 -0.679
H24 0.548 3.999 4.846
C15 0.629 1.530 2.742
H25 -4.035 3.904 -2.689
C16 -1.069 -6.099 -1.432
H26 1.096 5.196 1.090
H27 -1.173 -6.986 -2.056
O6 -0.409 -1.131 -2.325
H28 -3.417 -5.211 0.580
H29 0.140 -1.542 0.157
H30 -3.303 -5.926 -1.673
H31 2.634 1.712 2.315
C17 -1.325 -1.054 -1.200
H32 -2.153 -0.357 -1.332
C18 -2.181 1.397 -3.719
H33 -1.025 -0.417 0.804
C19 -3.198 1.604 -4.768
C20 -3.604 3.063 -4.646
C21 -2.442 -5.317 -1.399
H34 -0.241 -5.419 -1.631
H35 -3.125 3.580 -5.478
H36 2.439 4.747 -2.334
H37 1.735 -0.586 -2.084
H38 -0.355 1.518 4.654
H39 2.360 1.017 3.995
C22 -2.521 -4.786 0.128
C23 -0.253 2.179 3.794
H40 3.528 -5.488 3.996
H41 1.977 6.920 -1.260
H42 -1.241 2.509 3.474
H43 0.463 2.062 1.805
H44 -4.693 3.065 -4.589
H45 4.204 -3.199 4.654
H46 -1.601 -2.094 -1.029
H47 -4.002 0.977 -4.382
C24 0.728 -0.170 -2.109
H48 0.367 4.138 3.050

Forces on atoms 1 to 2 (eV/Å):
H -0.0028 -0.1136 0.1002
C 0.7610 -1.9386 -2.2608

***

(3)
DFT (wB97M-V/def2-TZVPD) results for a cluster of 15 separate species, C60H165N15O15 in total.

The calculation puts the frontier orbital gap at 9.15 eV. For the HOMO energy, the calculation gives -0.3156 Ha.

Positions of all 255 atoms, in Å:
H1 14.040 -0.364 22.372
H2 13.664 7.869 28.216
C1 18.240 1.169 26.495
O1 8.621 4.991 29.018
H3 6.519 3.322 23.472
H4 15.638 5.343 31.338
H5 11.810 10.464 29.839
C2 15.408 11.672 26.659
O2 17.038 8.000 29.653
H6 10.760 6.824 24.004
H7 11.608 7.258 31.630
H8 8.175 6.041 20.819
H9 17.619 4.015 21.017
H10 8.419 5.423 26.339
O3 13.533 9.593 29.168
H11 14.494 4.486 28.882
C3 13.350 -0.336 20.382
H12 10.280 10.769 25.301
H13 16.091 5.413 22.541
C4 17.054 10.061 26.387
H14 19.536 9.291 24.481
H15 19.619 7.421 24.562
C5 16.282 7.185 28.852
H16 7.931 3.782 22.655
N1 9.115 6.076 21.154
C6 16.803 2.823 24.479
C7 17.135 6.015 28.435
H17 15.405 13.730 28.556
N2 19.259 0.142 26.566
H18 15.508 8.695 30.917
H19 13.185 12.146 23.311
H20 21.723 3.852 25.010
H21 18.079 8.297 24.828
N3 22.633 5.531 27.057
H22 10.539 1.159 26.863
H23 9.792 13.722 23.036
H24 20.547 9.103 22.507
C8 7.829 6.109 26.915
C9 23.707 6.001 24.911
H25 13.239 1.187 28.501
H26 14.850 5.984 34.074
C10 13.139 0.032 21.839
C11 11.003 12.226 23.787
H27 12.581 8.728 31.521
H28 9.433 7.193 27.793
O4 20.991 5.298 23.681
H29 16.109 7.341 21.093
H30 15.794 10.322 21.263
H31 18.047 7.013 26.691
H32 10.979 4.757 25.689
H33 19.400 3.031 26.458
H34 12.303 5.859 29.388
C12 15.740 13.719 25.200
H35 23.083 4.601 27.046
H36 10.087 2.563 23.469
H37 18.286 7.278 22.512
H38 19.982 4.702 21.944
H39 11.465 5.546 27.052
H40 7.089 9.837 23.633
H41 12.464 4.414 23.840
C13 15.704 10.287 22.331
H42 6.124 7.279 26.463
H43 13.316 7.306 30.968
C14 17.104 4.907 20.696
H44 16.806 4.797 19.673
H45 14.134 13.435 26.530
H46 17.173 0.602 28.311
H47 10.696 6.197 29.251
O5 16.789 11.426 26.606
C15 17.771 1.433 27.941
H48 10.947 8.451 29.379
O6 14.865 6.458 19.648
H49 15.424 6.873 29.436
C16 7.911 0.472 27.388
H50 14.198 0.948 26.289
C17 13.021 4.659 25.906
H51 11.326 7.071 22.322
C18 13.917 -2.267 19.065
C19 7.514 1.727 25.420
H52 12.606 13.391 24.455
H53 14.809 8.459 18.967
H54 14.268 4.351 22.281
H55 16.703 9.449 27.264
H56 8.878 7.886 26.345
H57 7.068 6.315 28.814
O7 8.611 8.490 23.770
N4 11.614 6.527 28.933
C20 12.725 10.768 29.306
H58 19.612 -0.184 25.683
C21 12.353 7.821 30.985
H59 12.889 8.783 24.499
H60 17.695 8.914 21.043
C22 17.810 9.261 22.128
C23 11.940 -0.566 22.471
C24 14.739 4.784 31.695
H61 16.021 11.284 22.725
H62 11.860 -0.805 26.685
N5 13.062 1.499 21.908
N6 6.602 6.370 26.230
H63 17.143 2.307 27.888
H64 10.928 5.454 22.963
H65 24.406 6.719 25.356
H66 8.711 10.580 23.464
H67 12.288 8.796 27.601
H68 11.951 -1.646 22.494
N7 13.773 4.142 29.455
C25 14.351 -0.882 29.954
H69 24.170 4.989 24.919
H70 7.954 8.137 27.765
C26 12.897 0.114 28.313
O8 13.721 -1.690 20.326
H71 13.596 7.208 18.329
H72 12.988 6.579 24.952
N8 11.606 4.746 26.449
H73 14.142 -0.844 26.248
H74 14.940 7.477 23.816
H75 14.535 6.859 21.754
H76 23.593 6.153 23.824
O9 14.960 5.898 25.201
C27 7.502 2.945 23.218
H77 6.503 2.060 25.689
H78 16.761 13.652 27.603
H79 13.531 -0.677 30.645
H80 19.069 7.062 28.185
H81 15.559 7.882 25.426
N9 11.522 1.244 26.630
H82 7.330 0.798 24.819
H83 13.407 7.940 19.832
H84 16.508 6.969 24.271
C28 18.741 2.462 25.799
C29 7.507 5.452 28.323
C30 15.191 13.170 26.525
H85 7.811 8.155 21.891
O10 14.987 4.174 32.909
H86 15.984 9.803 29.573
H87 18.649 1.474 28.599
C31 18.767 8.248 22.781
H88 17.038 9.453 31.023
H89 9.526 5.165 21.106
C32 20.082 4.429 23.033
H90 6.867 0.672 27.629
H91 14.408 -3.230 19.176
H92 15.607 4.459 34.789
H93 15.046 -0.150 30.319
H94 15.467 13.117 24.333
O11 14.004 -0.688 28.595
H95 13.656 6.634 26.556
H96 14.934 11.214 25.812
H97 13.298 0.047 24.960
H98 20.061 0.411 27.154
H99 14.032 3.605 24.322
H100 13.279 11.361 30.023
O12 16.564 9.225 22.782
H101 11.812 -0.148 23.461
H102 11.045 -0.222 21.935
H103 18.237 10.257 22.203
C33 13.008 3.854 24.591
N10 15.765 13.944 27.583
H104 12.558 11.232 28.332
N11 9.561 2.198 24.237
H105 12.385 -0.299 19.849
C34 9.194 6.655 22.503
H106 18.798 5.520 27.181
H107 13.664 3.044 31.117
O13 17.700 3.364 25.499
H108 14.357 4.165 20.637
H109 17.829 5.741 20.755
N12 9.827 13.157 23.862
H110 18.136 9.928 26.445
C35 13.618 0.088 25.968
H111 16.807 13.611 25.326
H112 10.742 11.510 22.937
N13 20.023 8.344 22.025
N14 16.278 5.033 27.745
H113 10.121 3.591 29.212
H114 15.910 7.768 28.004
C36 8.553 7.415 27.234
H115 14.878 11.324 27.560
C37 16.328 9.072 30.295
C38 21.265 4.869 24.978
H116 16.479 5.418 33.679
H117 15.720 5.479 27.034
H118 21.807 5.458 27.675
H119 10.176 1.991 25.026
H120 14.686 10.107 22.643
H121 12.660 1.790 22.794
H122 16.383 3.416 29.691
H123 13.871 5.445 31.817
H124 8.075 -0.497 26.963
H125 9.895 13.727 24.688
C39 14.210 7.582 19.143
H126 8.535 0.586 28.287
C40 9.178 3.681 28.700
C41 11.135 11.440 25.087
H127 19.299 2.249 24.864
C42 15.308 6.611 21.010
O14 12.259 10.618 24.941
C43 8.125 9.801 24.001
H128 13.302 3.497 28.874
C44 11.862 7.876 29.489
H129 20.368 4.896 25.648
C45 15.519 7.083 24.652
H130 21.820 6.799 25.608
C46 13.635 6.004 25.647
H131 15.477 14.812 25.040
H132 20.455 3.394 23.113
H133 16.134 2.093 24.947
C47 14.444 3.665 30.685
C48 19.006 8.348 24.283
H134 20.645 7.531 22.129
C49 11.949 9.287 24.782
H135 17.508 5.602 29.413
C50 22.334 5.854 25.654
H136 5.946 5.623 26.165
C51 8.774 8.133 22.435
H137 7.579 2.024 22.593
C52 12.844 8.542 28.529
H138 19.104 4.405 23.519
C53 15.476 5.074 33.874
H139 11.208 9.088 23.970
C54 10.641 6.496 22.961
H140 14.636 -1.703 18.446
H141 11.569 8.831 25.694
N15 14.866 4.245 21.498
H142 12.067 -0.118 29.045
H143 6.714 4.725 28.163
C55 12.383 12.885 23.516
H144 13.628 4.075 26.635
H145 9.526 8.751 21.970
H146 13.897 2.032 21.704
H147 11.807 2.153 27.081
H148 16.220 3.678 24.227
H149 12.290 13.646 22.667
H150 14.722 -1.898 30.098
O15 8.302 1.483 26.500
H151 16.631 9.722 25.447
H152 9.276 3.451 27.620
C56 15.695 2.896 30.333
H153 17.380 0.771 25.957
H154 8.526 2.898 29.146
H155 8.072 10.098 25.017
C57 12.417 0.115 26.865
H156 17.456 2.396 23.701
C58 18.346 6.420 27.609
H157 16.203 2.614 31.255
H158 12.491 2.948 24.812
H159 12.943 -2.299 18.450
H160 13.970 0.344 19.835
C59 15.847 5.316 21.490
H161 15.433 2.001 29.783
H162 16.851 4.379 27.187
H163 8.301 3.754 24.939
H164 11.323 12.169 25.894
H165 8.444 6.228 23.192
C60 8.262 2.755 24.511

Forces on atoms 1 to 2 (eV/Å):
H -0.3580 0.2383 -0.1919
H -0.5782 -0.0847 0.2772